1.
The following is a quantum chemistry calculation of 11 unconnected molecules or ions with the total composition C21H64N4O11, from OMol25.

XYZ file:
```
100
C21H64N4O11, DFT the ωB97M-V functional and the def2-TZVPD basis
C 2.49 -0.36 -3.45
O 2.68 -0.65 -2.10
H 2.91 0.66 -3.56
H 1.47 -0.46 -3.69
H 3.03 -1.16 -3.98
H 2.04 -0.03 -1.67
C 3.78 1.38 3.97
O 2.45 1.08 3.55
H 3.75 1.39 5.05
H 4.20 2.36 3.72
H 4.48 0.53 3.68
H 2.22 0.19 3.88
C 0.79 -1.30 3.84
O 1.80 -1.15 4.90
H 0.31 -2.24 3.92
H 1.19 -1.18 2.79
H 0.08 -0.44 3.95
H 1.42 -1.06 5.77
C -1.85 -1.67 1.35
O -2.47 -2.84 0.93
H -2.20 -0.76 0.80
H -0.82 -1.71 1.16
H -1.90 -1.52 2.45
H -3.16 -3.18 1.58
C -4.29 -0.53 -1.24
O -5.32 -0.03 -1.99
N -3.00 -0.15 -1.46
N -4.54 -1.42 -0.33
H -2.97 0.42 -2.29
H -2.18 -0.59 -1.13
H -5.48 -1.71 -0.30
H -3.86 -1.86 0.25
C -3.63 3.27 -0.61
O -3.59 4.61 -0.28
N -4.40 2.72 -1.53
N -3.06 2.24 0.03
H -5.13 3.31 -2.07
H -4.64 1.80 -1.51
H -2.40 2.46 0.76
H -3.11 1.21 -0.20
C 1.26 0.33 0.46
C 0.14 0.94 -0.38
C 0.61 2.27 -0.82
O -0.04 0.43 -1.49
H 1.31 0.76 1.44
H 2.24 0.54 0.08
H 1.03 -0.76 0.51
H -0.91 1.04 0.14
H 1.68 2.31 -1.12
H 0.42 3.02 -0.01
H 0.06 2.65 -1.72
H -0.74 0.94 -1.93
C -0.78 1.08 -4.56
C -1.98 1.89 -4.07
C -3.29 1.49 -4.72
O -2.17 1.90 -2.88
H -0.81 0.18 -4.07
H 0.19 1.44 -4.19
H -0.70 0.75 -5.60
H -1.72 2.91 -4.30
H -3.43 0.37 -4.73
H -3.16 1.76 -5.77
H -4.17 2.01 -4.31
H -2.94 2.31 -2.58
C 0.42 -3.00 -0.97
C 0.56 -3.64 -2.29
C 1.91 -4.39 -2.29
O -0.36 -4.44 -2.63
H -0.38 -2.28 -1.15
H 1.37 -2.56 -0.76
H 0.11 -3.68 -0.24
H 0.53 -2.81 -3.00
H 1.88 -5.25 -1.64
H 2.68 -3.61 -2.05
H 2.07 -4.87 -3.25
H -0.16 -5.25 -2.16
C 5.13 -0.33 0.76
C 4.69 -1.75 0.81
C 4.59 -2.34 2.25
O 3.64 -2.11 0.17
H 4.33 0.26 1.26
H 5.30 -0.01 -0.34
H 6.04 -0.36 1.44
H 5.55 -2.31 0.38
H 5.53 -2.16 2.78
H 4.49 -3.36 2.47
H 3.77 -1.79 2.70
H 3.47 -1.60 -0.57
C -0.63 3.07 4.17
C -0.99 2.41 2.91
C -2.20 1.54 3.05
O -1.19 3.22 2.00
H -1.34 3.76 4.52
H 0.31 3.56 4.18
H -0.56 2.33 5.00
H -0.13 1.86 2.58
H -3.16 2.02 3.24
H -2.00 0.88 3.90
H -2.52 0.97 2.21
H -1.91 3.82 2.21
```

Values from the calculation:
total charge	0
HOMO level	-9.24	eV
gap between HOMO and LUMO	9.21	eV
maximum force	0.24922	hartree/bohr
LUMO energy	-0.031	eV

These are the Mulliken partial charges, in e, on atoms 1 to 4: number 1, C, carries -0.629; number 2, O, carries -0.485; number 3, H, carries 0.284; number 4, H, carries 0.009

=====

2.
The following is a quantum chemistry calculation of 11 unconnected molecules or ions with the total composition C21H64N6O11, from OMol25.

XYZ file:
```
102
C21H64N6O11, DFT the ωB97M-V functional and the def2-TZVPD basis
C -0.24 0.37 0.33
O 0.42 0.19 -0.86
H -0.97 1.23 0.49
H 0.62 0.63 0.99
H -0.56 -0.58 0.73
H 1.03 -0.51 -0.56
C -0.30 4.05 -0.47
O 0.37 4.16 -1.76
H -1.08 3.36 -0.43
H -0.65 5.02 -0.09
H 0.42 3.47 0.10
H -0.28 3.95 -2.42
C 0.38 3.03 2.92
O -0.81 2.28 2.95
H 1.06 2.34 2.36
H 0.83 3.24 3.80
H 0.37 3.89 2.38
H -0.55 1.32 3.10
C 2.37 -1.89 0.51
O 1.85 -2.07 1.80
N 2.82 -0.76 0.13
N 2.00 -2.53 -0.55
H 2.84 -0.09 0.84
H 3.23 -0.54 -0.74
H 1.57 -3.39 -0.19
H 2.58 -2.65 -1.42
C -2.08 2.33 -2.79
O -2.90 2.06 -1.75
N -2.32 3.10 -3.82
N -0.89 1.76 -2.78
H -3.34 3.44 -3.95
H -1.67 3.53 -4.43
H -0.48 1.32 -2.00
H -0.29 1.88 -3.57
C 3.37 1.62 -2.39
O 3.96 0.44 -2.29
N 2.35 1.87 -1.68
N 3.85 2.59 -3.10
H 1.88 1.06 -1.32
H 1.95 2.84 -1.71
H 4.68 2.47 -3.72
H 3.48 3.56 -3.06
C -1.32 -2.78 -1.06
C -1.63 -3.82 -2.11
C -0.87 -5.09 -1.82
O -2.88 -4.13 -2.17
H -1.41 -3.14 -0.01
H -1.88 -1.85 -1.21
H -0.27 -2.58 -1.25
H -1.36 -3.51 -3.05
H -1.20 -5.57 -0.93
H 0.23 -4.95 -1.77
H -0.99 -5.89 -2.57
H -3.41 -3.36 -2.38
C -3.34 0.18 0.86
C -4.85 0.06 0.96
C -5.19 0.45 2.44
O -5.43 0.85 0.23
H -3.02 1.18 0.78
H -2.94 -0.16 -0.09
H -2.74 -0.42 1.51
H -4.99 -0.93 0.64
H -6.26 0.56 2.67
H -4.67 1.35 2.63
H -4.81 -0.40 3.05
H -4.87 1.47 -0.22
C 1.20 -0.57 -3.88
C -0.07 -1.00 -4.42
C 0.06 -2.45 -4.85
O -1.02 -0.81 -3.66
H 1.97 -0.84 -4.58
H 1.51 -1.03 -2.93
H 1.32 0.55 -3.77
H -0.03 -0.36 -5.33
H 0.28 -2.99 -3.94
H 0.79 -2.60 -5.62
H -0.79 -2.80 -5.28
H -1.04 0.09 -3.34
C -1.85 -0.45 4.41
C -0.55 -1.08 3.83
C -0.94 -2.34 3.12
O 0.13 -0.38 3.10
H -2.61 -1.15 4.80
H -2.31 0.06 3.64
H -1.59 0.27 5.13
H 0.07 -1.34 4.69
H -1.82 -2.75 3.51
H -0.31 -3.15 3.34
H -0.90 -2.28 2.02
H 0.91 -0.89 2.82
C 3.64 1.66 4.56
C 4.07 1.03 3.22
C 4.18 -0.53 3.34
O 3.21 1.08 2.29
H 4.54 1.96 5.21
H 2.91 1.03 5.14
H 3.04 2.55 4.18
H 4.98 1.49 2.82
H 4.88 -0.63 4.11
H 4.64 -1.02 2.45
H 3.24 -1.05 3.56
H 3.48 1.75 1.59
```

Values from the calculation:
total charge	0
HOMO level	-8.92	eV
gap between HOMO and LUMO	8.72	eV
maximum force	0.22415	hartree/bohr
LUMO energy	-0.200	eV

These are the Mulliken partial charges, in e, on atoms 1 to 4: number 1, C, carries 2.126; number 2, O, carries 2.100; number 3, H, carries -0.921; number 4, H, carries -0.683

=====

3.
The following is a quantum chemistry calculation of 13 unconnected molecules or ions with the total composition C21H71N21O13, from OMol25.

XYZ file:
```
126
C21H71N21O13, DFT the ωB97M-V functional and the def2-TZVPD basis
C 12.89 -26.79 -5.78
C 11.52 -26.46 -6.35
C 10.33 -26.85 -5.50
O 10.41 -28.23 -5.17
C 9.23 -28.76 -4.61
N 11.46 -25.02 -6.74
H 13.05 -26.35 -4.79
H 13.72 -26.35 -6.35
H 13.07 -27.86 -5.79
H 11.43 -26.84 -7.38
H 9.40 -26.62 -6.02
H 10.39 -26.25 -4.58
H 8.53 -29.05 -5.40
H 8.76 -28.08 -3.90
H 9.42 -29.72 -4.13
H 12.08 -24.80 -7.51
H 10.56 -24.91 -7.22
C 8.08 -29.72 -7.73
C 7.82 -30.18 -9.13
C 9.08 -30.18 -10.01
O 9.37 -28.84 -10.35
C 10.75 -28.56 -10.42
N 7.30 -31.58 -9.09
H 7.14 -29.82 -7.18
H 8.35 -28.67 -7.60
H 8.83 -30.30 -7.18
H 7.09 -29.57 -9.67
H 8.84 -30.69 -10.95
H 9.93 -30.70 -9.55
H 10.98 -27.54 -10.72
H 11.23 -29.26 -11.12
H 11.17 -28.68 -9.41
H 7.94 -32.15 -8.55
H 6.49 -31.44 -8.48
C 14.59 -23.46 -8.16
C 13.88 -22.15 -8.31
C 12.35 -22.31 -8.58
O 11.77 -21.00 -8.53
C 10.36 -21.13 -8.61
N 14.10 -21.28 -7.14
H 15.52 -23.36 -7.60
H 14.80 -23.98 -9.09
H 14.02 -24.13 -7.50
H 14.22 -21.53 -9.14
H 11.95 -22.85 -7.72
H 12.15 -22.86 -9.50
H 9.89 -20.16 -8.75
H 10.03 -21.60 -7.68
H 10.04 -21.75 -9.46
H 13.96 -21.78 -6.26
H 13.32 -20.63 -7.15
O 18.18 -24.28 -9.27
H 17.87 -25.09 -9.72
H 17.87 -23.55 -9.82
C 17.14 -27.01 -11.84
O 17.62 -26.62 -10.77
N 16.79 -28.33 -11.96
N 16.91 -26.25 -12.95
H 16.10 -28.57 -12.65
H 16.91 -28.83 -11.09
H 17.16 -25.31 -13.18
H 16.34 -26.79 -13.58
C 16.80 -29.32 -5.30
O 16.13 -28.75 -6.19
N 18.14 -29.46 -5.36
N 16.17 -29.88 -4.25
H 18.60 -30.01 -4.65
H 18.77 -29.13 -6.06
H 15.18 -29.90 -4.17
H 16.74 -30.46 -3.65
C 14.37 -27.90 -9.21
O 13.68 -27.88 -10.25
N 15.39 -27.03 -8.97
N 14.15 -28.81 -8.23
H 15.99 -27.15 -8.18
H 15.72 -26.51 -9.76
H 13.36 -29.43 -8.24
H 14.85 -28.84 -7.49
C 15.40 -32.34 -8.20
O 14.96 -33.49 -8.03
N 16.31 -31.76 -7.38
N 15.00 -31.57 -9.25
H 16.34 -30.75 -7.30
H 16.54 -32.20 -6.51
H 15.44 -30.67 -9.34
H 14.40 -31.92 -9.97
C 13.67 -30.69 -12.73
O 14.44 -29.91 -13.29
N 13.22 -31.83 -13.34
N 13.13 -30.45 -11.51
H 12.62 -32.51 -12.94
H 13.44 -31.82 -14.32
H 13.39 -29.57 -11.07
H 12.33 -30.92 -11.14
C 12.68 -26.71 -13.57
O 12.47 -26.01 -14.56
N 12.16 -27.99 -13.41
N 13.55 -26.41 -12.56
H 11.48 -28.37 -14.03
H 12.54 -28.56 -12.67
H 14.12 -25.59 -12.63
H 13.59 -27.02 -11.74
C 18.52 -29.31 -8.91
O 17.31 -29.38 -9.12
N 19.34 -28.26 -9.30
N 19.22 -30.29 -8.26
H 18.96 -27.81 -10.12
H 20.30 -28.17 -9.03
H 18.71 -31.13 -8.04
H 20.21 -30.25 -8.15
C 12.01 -31.42 -6.70
O 11.84 -31.12 -7.88
N 11.61 -30.64 -5.63
N 12.63 -32.57 -6.28
H 11.91 -30.81 -4.69
H 11.06 -29.80 -5.80
H 13.05 -33.10 -7.03
H 13.06 -32.59 -5.37
C 19.04 -26.08 -6.42
O 19.50 -26.85 -5.57
N 19.68 -24.98 -6.86
N 17.83 -26.28 -7.04
H 19.35 -24.42 -7.63
H 20.46 -24.70 -6.28
H 17.41 -27.17 -6.87
H 17.73 -25.75 -7.89
```

Values from the calculation:
total charge	0
HOMO level	-8.97	eV
gap between HOMO and LUMO	8.92	eV
maximum force	0.05247	hartree/bohr
LUMO energy	-0.050	eV

These are the Mulliken partial charges, in e, on atoms 1 to 4: number 1, C, carries -1.097; number 2, C, carries 1.669; number 3, C, carries -1.252; number 4, O, carries -0.324